Molecular formula: C18H16N4O2S
Method: DFT, ωB97M-V/def2-TZVPD

Structure (XYZ):
```
41
C18H16N4O2S | OMol25 | ωB97M-V/def2-TZVPD
C 2.91074 -3.23970 -0.68242
C 1.86914 -2.22097 -1.13872
N 1.23464 -1.57289 -0.02089
C 0.20303 -2.04180 0.75236
C -0.49299 -3.32448 0.50518
S -2.26591 -2.99285 0.13185
C -2.04490 -1.55845 -0.83002
N -1.04464 -1.35643 -1.63812
C -1.20546 -0.07309 -2.09744
C -0.41174 0.67578 -2.95702
C -0.81357 1.96593 -3.23284
C -1.97299 2.50894 -2.67725
C -2.77707 1.78076 -1.82231
C -2.37703 0.48747 -1.53574
N -2.89600 -0.49779 -0.73194
N -0.16604 -1.20527 1.68137
C 0.63849 -0.10785 1.53937
C 0.66117 1.08635 2.24038
C 1.58625 2.04587 1.84910
C 1.60831 3.32345 2.58465
O 0.86830 3.61107 3.49402
O 2.55065 4.18291 2.15124
C 2.47320 1.81522 0.78335
C 2.46217 0.63178 0.08146
C 1.53458 -0.32898 0.46215
H 3.37881 -3.70240 -1.54701
H 3.68074 -2.75189 -0.08854
H 2.45263 -4.01779 -0.07587
H 1.09630 -2.68856 -1.75404
H 2.34634 -1.44396 -1.73916
H -0.06944 -3.87605 -0.33025
H -0.51663 -3.94194 1.40219
H 0.48187 0.25393 -3.38834
H -0.21789 2.57650 -3.89500
H -2.24528 3.52481 -2.92086
H -3.67134 2.20269 -1.38987
H -3.70939 -0.44673 -0.14250
H -0.01249 1.27864 3.05932
H 2.50564 4.99609 2.67744
H 3.17216 2.59211 0.51793
H 3.14819 0.46730 -0.73576
```

Lowest unoccupied orbital energy: 0.01918 hartree
SMILES: CCn1c(CSc2nc3ccccc3[nH]2)nc2cc(C(=O)O)ccc21
ΔE to the lowest compared entry with this formula, charge and spin: 0.0 kcal per mole
E: -39818.3578 eV
2S+1: 1